The following is a quantum chemistry calculation of an isolated molecule of C3H8N2O2 at a distorted geometry, from the OMol25 dataset.

## Properties
- Structure (SMILES): O[C@H]1CNN[C@@H]1O
- 2S+1: 1
- Net charge: 0
- Gap between HOMO and LUMO: 9.9 eV
- Energy above the lowest of the compared OMol25 structures with the same formula, charge and spin: 91.5 kcal/mol
- E: -378.995194 a.u.
- Highest occupied orbital energy: -9.23 eV
- Molecular weight: 104.11 g/mol

Each line ends with the Löwdin charge.
Element x y z (Å)
N -1.14 -0.30 -1.07  -0.041
C 0.76 0.24 0.65  -0.267
H -1.29 -1.38 -1.09  0.137
N 0.21 -0.22 -1.69  -0.089
H -1.37 -0.67 0.97  0.103
H 0.35 0.78 -2.05  0.124
O -1.89 1.24 0.51  -0.071
H 1.03 1.40 0.75  0.172
H 2.20 0.15 -1.06  0.108
C 1.30 -0.27 -0.68  -0.191
H 1.45 -1.30 -0.43  0.104
C -1.05 0.11 0.33  -0.300
O 1.14 -0.57 1.70  -0.020
H 1.18 -0.16 2.56  0.097
H -2.87 0.95 0.60  0.135


The following is a quantum chemistry calculation of a cluster of 2 separate species, C3H8N2O2 in total at a distorted geometry, from the OMol25 dataset.

## Properties
- 2S+1: 1
- Net charge: 0
- Gap between HOMO and LUMO (spin up / spin down): 7.8 / 8.5 eV
- Energy above the lowest of the compared OMol25 structures with the same formula, charge and spin: 178.5 kcal/mol
- E: -378.856515 a.u.
- Highest occupied orbital energy (spin up / spin down): -8.17 / -7.95 eV
- Molecular weight: 104.11 g/mol

Each line ends with the Löwdin charge.
Element x y z (Å)
O -1.49 1.34 0.76  -0.077
C 1.01 0.41 0.55  -0.237
H 2.51 0.95 -0.80  0.096
C 0.67 -0.75 -0.13  -0.176
H -0.16 -2.61 0.50  0.082
H -0.71 1.28 1.37  0.072
H 1.34 -1.15 -0.90  0.107
N -0.80 1.21 -0.45  -0.083
H 2.38 1.93 0.60  0.083
H -1.10 -1.78 -0.72  0.076
H -2.39 0.21 -0.74  0.104
O -1.72 0.66 -1.29  -0.034
H -1.11 -1.20 0.97  0.069
C -0.49 -1.61 0.18  -0.127
N 2.06 1.11 0.10  0.045


The following is a quantum chemistry calculation of a cluster of 2 separate species, C3H8N2O2 in total at a distorted geometry, from the OMol25 dataset.

## Properties
- 2S+1: 1
- Net charge: 0
- Gap between HOMO and LUMO: 8.9 eV
- Energy above the lowest of the compared OMol25 structures with the same formula, charge and spin: 27.2 kcal/mol
- E: -379.097665 a.u.
- Highest occupied orbital energy: -8.85 eV
- Molecular weight: 104.11 g/mol

Each line ends with the Löwdin charge.
Element x y z (Å)
H -2.70 0.49 0.84  0.084
O 1.11 1.42 0.48  -0.018
H 0.00 -0.67 -0.30  0.061
H 3.44 1.65 -0.17  0.086
H -1.18 0.38 1.78  0.102
C 1.75 0.57 -0.15  -0.764
H -2.99 -1.55 -0.28  0.099
N 3.03 0.84 -0.62  0.125
H -1.49 -2.33 -1.08  0.103
N -1.16 -0.61 -0.07  -0.028
C -1.92 -1.52 -0.50  0.078
C -1.61 0.48 0.79  -0.048
H -1.24 1.39 0.32  0.085
O 1.30 -0.59 -0.47  -0.051
H 3.66 0.05 -0.58  0.084


The following is a quantum chemistry calculation of an isolated molecule of C3H8N2O2, from the OMol25 dataset.

## Properties
- Structure (SMILES): N[C@@]1(O)NCCO1
- 2S+1: 1
- Net charge: 0
- Gap between HOMO and LUMO: 10.3 eV
- Energy above the lowest of the compared OMol25 structures with the same formula, charge and spin: 23.6 kcal/mol
- E: -379.103462 a.u.
- Highest occupied orbital energy: -9.42 eV
- Molecular weight: 104.11 g/mol

Each line ends with the Löwdin charge.
Element x y z (Å)
C 0.43 0.47 -0.66  -0.692
O 0.19 1.57 -1.46  0.054
H -1.57 -1.71 0.70  0.118
H -2.21 -0.08 0.45  0.112
H -0.77 0.42 2.33  0.121
C -1.29 -0.68 0.48  -0.175
H 2.30 0.77 -1.31  0.091
H -0.13 -1.44 -1.07  0.114
H 0.40 -0.84 1.85  0.118
H 2.16 -0.49 -0.27  0.090
N -0.57 -0.57 -0.78  0.049
H -0.74 1.78 -1.36  0.110
N 1.72 -0.02 -1.06  0.127
C -0.30 -0.08 1.48  -0.186
O 0.37 0.90 0.70  -0.051


The following is a quantum chemistry calculation of an isolated molecule of C3H8N2O2 at a distorted geometry, from the OMol25 dataset.

## Properties
- Structure (SMILES): NC(=O)CNCO
- 2S+1: 1
- Net charge: 0
- Gap between HOMO and LUMO: 9.7 eV
- Energy above the lowest of the compared OMol25 structures with the same formula, charge and spin: 26.3 kcal/mol
- E: -379.099055 a.u.
- Highest occupied orbital energy: -8.98 eV
- Molecular weight: 104.11 g/mol

Each line ends with the Löwdin charge.
Element x y z (Å)
N 0.39 0.32 -0.67  -0.050
H 1.30 -0.46 -2.39  0.121
H -1.15 0.59 3.20  0.104
N -1.13 0.22 2.26  0.153
H 1.39 -0.97 0.63  0.124
O -0.27 0.77 -2.87  -0.038
C 0.12 0.28 1.70  -0.540
H -0.35 -1.37 0.33  0.118
H -0.27 -1.09 -2.02  0.115
C 0.38 -0.57 0.47  -0.150
H -1.08 1.05 -2.42  0.090
C 0.32 -0.17 -2.03  -0.326
O 1.02 0.92 2.20  0.060
H 1.01 1.11 -0.58  0.125
H -1.69 -0.62 2.19  0.094


The following is a quantum chemistry calculation of an isolated molecule of C3H8N2O2 at a distorted geometry, from the OMol25 dataset.

## Properties
- Structure (SMILES): NC(=O)NCCO
- 2S+1: 1
- Net charge: 0
- Gap between HOMO and LUMO: 10.3 eV
- Energy above the lowest of the compared OMol25 structures with the same formula, charge and spin: 22.2 kcal/mol
- E: -379.105619 a.u.
- Highest occupied orbital energy: -9.65 eV
- Molecular weight: 104.11 g/mol

Each line ends with the Löwdin charge.
Element x y z (Å)
N 0.50 -0.58 -0.90  0.042
O -0.76 0.65 1.19  -0.092
C 0.75 0.79 -0.78  -0.605
O 0.19 1.65 -1.42  0.093
H 2.51 0.53 0.34  0.102
H 0.23 0.66 1.26  0.057
H 1.88 2.10 0.29  0.113
H -1.04 -2.00 -0.89  0.117
C -0.90 -0.93 -0.70  -0.163
H 1.07 -1.12 -0.26  0.120
H -1.51 -0.38 -1.42  0.119
N 1.69 1.11 0.25  0.114
H -0.96 -1.40 1.42  0.112
H -2.37 -0.50 0.85  0.118
C -1.29 -0.58 0.76  -0.246


The following is a quantum chemistry calculation of a cluster of 4 separate species, C3H8N2O2 in total at a distorted geometry, from the OMol25 dataset.

## Properties
- 2S+1: 1
- Net charge: 0
- Gap between HOMO and LUMO: 8.5 eV
- Energy above the lowest of the compared OMol25 structures with the same formula, charge and spin: 286.8 kcal/mol
- E: -378.683962 a.u.
- Highest occupied orbital energy: -9.62 eV
- Molecular weight: 104.11 g/mol

Each line ends with the Löwdin charge.
Element x y z (Å)
C 2.87 0.19 0.27  -0.148
H 3.77 -0.71 -0.94  0.205
H -0.87 1.95 0.98  0.216
N 0.58 -0.66 0.01  0.042
C 1.48 0.40 -0.31  -0.500
H 2.91 1.85 0.30  0.200
H 0.94 -1.53 0.00  0.081
O -1.47 1.80 -0.03  -0.164
C -0.79 -0.65 -0.13  -0.437
H 1.84 0.42 -1.41  0.107
N -1.82 0.34 -0.08  0.001
H 0.86 1.25 0.00  0.065
H -2.64 0.13 0.60  0.181
H 2.59 -0.58 1.70  0.188
O -1.29 -1.82 0.07  -0.038


The following is a quantum chemistry calculation of an isolated molecule of C3H8N2O2 at a distorted geometry, from the OMol25 dataset.

## Properties
- Structure (SMILES): NC(=O)CNCO
- 2S+1: 1
- Net charge: 0
- Gap between HOMO and LUMO: 9.9 eV
- Energy above the lowest of the compared OMol25 structures with the same formula, charge and spin: 36.0 kcal/mol
- E: -379.083589 a.u.
- Highest occupied orbital energy: -9.32 eV
- Molecular weight: 104.11 g/mol

Each line ends with the Löwdin charge.
Element x y z (Å)
C -1.64 -0.53 -0.15  -0.348
H -1.30 -1.55 0.16  0.141
H 0.57 -0.87 -1.17  0.118
N -0.60 0.39 0.16  -0.052
C 1.94 0.14 0.28  -0.480
H -2.56 -0.01 -1.74  0.120
O 3.08 0.15 -0.19  0.021
H 0.75 0.50 1.92  0.071
C 0.57 0.03 -0.58  -0.121
O -1.94 -0.74 -1.48  -0.054
H -2.56 -0.26 0.36  0.121
N 1.67 0.44 1.56  0.149
H 2.24 0.21 2.34  0.105
H -0.89 1.26 -0.16  0.088
H 0.67 0.82 -1.32  0.123


The following is a quantum chemistry calculation of a cluster of 3 separate species, C3H8N2O2 in total at a distorted geometry, from the OMol25 dataset.

## Properties
- Expectation value of S²: 0.764
- 2S+1: 2
- Net charge: +1
- Gap between HOMO and LUMO (spin up / spin down): 9.4 / 5.7 eV
- Energy above the lowest of the compared OMol25 structures with the same formula, charge and spin: 32.2 kcal/mol
- E: -378.763399 a.u.
- Highest occupied orbital energy (spin up / spin down): -13.86 / -13.86 eV
- Molecular weight: 104.11 g/mol

Each line ends with the Mulliken spin population.
Element x y z (Å)
C 0.07 2.29 -1.37  0.344
O -0.16 -1.25 1.14  0.006
H 0.93 0.14 -1.11  0.012
N -0.84 2.68 -2.26  -0.069
C 0.13 0.84 -1.34  0.392
C -1.14 1.59 -2.95  0.324
H -1.77 1.53 -3.82  0.029
N -0.69 0.44 -2.32  -0.048
H 0.56 -3.23 4.80  0.000
H 0.72 -1.10 1.51  -0.001
O 1.37 -3.01 4.32  0.000
H 0.83 2.94 -0.98  0.012
H -0.73 -1.05 1.90  0.000
H 1.77 -2.32 4.85  0.000
H -1.05 -0.50 -2.36  0.000


The following is a quantum chemistry calculation of a structure of composition C3H8N2O2S2 at a distorted geometry, from the OMol25 dataset.

## Properties
- 2S+1: 1
- Net charge: 0
- Gap between HOMO and LUMO: 8.2 eV
- Energy above the lowest of the compared OMol25 structures with the same formula, charge and spin: 0.0 kcal/mol
- E: -1175.423832 a.u.
- Highest occupied orbital energy: -8.72 eV
- Molecular weight: 168.24 g/mol

Each line ends with the Löwdin charge.
Element x y z (Å)
N 1.14 1.60 -0.97  0.147
H 0.95 1.65 -1.94  0.101
H 0.70 -2.04 1.10  0.127
H 1.69 1.52 1.45  0.134
O -1.70 0.27 1.67  -0.401
H -0.06 -0.51 -1.73  0.142
C 0.20 -0.56 -0.63  -0.222
S -1.86 0.31 0.24  0.210
S -3.10 -1.00 -0.39  0.314
H 0.78 -2.58 -0.67  0.056
H 1.18 2.59 -0.58  0.144
N 1.21 0.63 1.16  0.144
O -1.85 1.59 -0.40  -0.399
H 0.57 0.26 1.88  0.104
C 0.74 0.59 -0.12  -0.523
H -0.81 -2.36 -0.08  0.021
C 0.21 -1.96 0.01  -0.098


The following is a quantum chemistry calculation of a cluster of 2 separate species, C3H8N2O3S in total at a distorted geometry, from the OMol25 dataset.

## Properties
- 2S+1: 1
- Net charge: 0
- Gap between HOMO and LUMO: 8.0 eV
- Energy above the lowest of the compared OMol25 structures with the same formula, charge and spin: 71.3 kcal/mol
- E: -852.437666 a.u.
- Highest occupied orbital energy: -7.43 eV
- Molecular weight: 152.18 g/mol

Each line ends with the Löwdin charge.
Element x y z (Å)
H 1.99 -1.76 -0.33  0.115
H 0.97 -2.27 1.02  0.059
C -0.56 0.68 -2.34  -0.487
C 0.87 -1.90 0.02  -0.156
O -1.32 1.56 -2.20  0.170
H 0.65 -2.76 -0.66  0.087
H -0.80 2.16 1.28  -0.004
C 0.01 -0.70 -0.05  -0.636
N -0.50 1.83 0.43  -0.181
H 1.92 1.23 2.59  -0.074
H -1.94 -0.09 0.05  0.077
O 0.17 -0.11 -2.69  0.212
N -1.34 -0.89 -0.16  0.030
S 0.82 0.72 0.73  0.983
H -1.85 -1.85 0.15  0.173
O 1.14 1.54 2.27  -0.408
H -0.23 2.62 -0.12  0.040


The following is a quantum chemistry calculation of a structure of composition C3H8N2OS at a distorted geometry, from the OMol25 dataset.

## Properties
- 2S+1: 1
- Net charge: 0
- Gap between HOMO and LUMO: 9.1 eV
- Energy above the lowest of the compared OMol25 structures with the same formula, charge and spin: 110.7 kcal/mol
- E: -701.901075 a.u.
- Highest occupied orbital energy: -8.85 eV
- Molecular weight: 120.18 g/mol

Each line ends with the Löwdin charge.
Element x y z (Å)
H -1.34 1.80 1.24  0.254
N 0.19 -0.50 -0.44  -0.037
C 0.82 -1.85 -0.18  -0.296
O 1.58 -1.71 1.04  -0.225
C -0.74 -0.18 0.46  -0.828
H -0.02 1.24 -1.69  0.127
H 1.02 0.07 -0.63  0.123
H 0.57 2.29 -0.46  0.049
H -0.08 -2.48 0.03  0.073
N -1.18 1.08 0.18  -0.097
C -0.43 2.07 -0.81  -0.090
H 1.54 -2.19 -1.04  0.152
S -1.30 -1.20 1.81  0.603
H -1.30 2.81 -1.20  0.128
H 0.68 -1.26 1.70  0.063